{"formula": "C27H47KN7O2P", "method": "ωB97M-V/def2-TZVPD", "multiplicity": 1, "e_above_lowest_kcal_mol": 2.5, "homo_energy_ev": -6.2396, "gap_ev": 6.6, "symbols": ["K", "O", "C", "C", "C", "C", "C", "C", "C", "N", "C", "C", "N", "H", "H", "H", "H", "H", "H", "H", "C", "N", "C", "C", "C", "N", "C", "C", "H", "H", "H", "H", "H", "H", "H", "H", "H", "H", "H", "H", "H", "H", "H", "H", "O", "P", "N", "C", "C", "C", "C", "N", "C", "C", "C", "C", "N", "C", "C", "C", "C", "H", "H", "H", "H", "H", "H", "H", "H", "H", "H", "H", "H", "H", "H", "H", "H", "H", "H", "H", "H", "H", "H", "H", "H"], "xyz": [[-0.29368, -0.25242, -0.23727], [-2.10134, -1.58212, -0.50491], [-2.52190, -2.75421, -0.22411], [-3.32284, -3.50140, -1.13353], [-3.76701, -4.77152, -0.85152], [-3.45106, -5.39231, 0.35786], [-2.68702, -4.69125, 1.27233], [-2.22705, -3.39975, 1.01944], [-1.46728, -2.71819, 2.07140], [-0.41325, -1.92538, 1.98112], [-0.05662, -1.61686, 3.26950], [-0.91921, -2.18487, 4.15502], [-1.78785, -2.91486, 3.38209], [-3.58104, -3.01456, -2.06664], [-4.37146, -5.29809, -1.58229], [-3.78434, -6.39796, 0.57343], [-2.41048, -5.17386, 2.20491], [0.79351, -0.99200, 3.48748], [-0.97641, -2.15895, 5.22766], [-2.57607, -3.45006, 3.69850], [1.71996, 2.74129, 0.20439], [1.13089, 1.99455, 1.30342], [2.14676, 1.67896, 2.28877], [0.04019, 2.72808, 1.93904], [-1.17803, 2.94654, 1.05185], [-1.80037, 1.71186, 0.61849], [-2.59795, 1.88529, -0.58051], [-2.57613, 1.06752, 1.66378], [2.05840, 3.74172, 0.52503], [1.01987, 2.83998, -0.61985], [2.58272, 2.19817, -0.18164], [2.61823, 2.58338, 2.71122], [2.93061, 1.07192, 1.83430], [1.70557, 1.11331, 3.10981], [0.39234, 3.71836, 2.28640], [-0.25256, 2.17221, 2.83213], [-0.88396, 3.50566, 0.16238], [-1.89215, 3.59037, 1.59854], [-3.44269, 2.57996, -0.43416], [-2.99793, 0.91719, -0.88362], [-1.96769, 2.26263, -1.38675], [-3.41431, 1.70384, 1.99657], [-1.95062, 0.84137, 2.52690], [-2.96643, 0.12369, 1.28398], [0.47131, 0.85493, -2.17600], [1.17167, 0.47477, -3.42598], [0.25114, -0.68079, -4.17348], [0.51308, -1.23275, -5.49797], [-0.73500, -2.06019, -5.78794], [-1.08532, -2.60362, -4.40662], [-0.84019, -1.40853, -3.49199], [2.70308, -0.05889, -3.06059], [2.85383, -0.71961, -1.75398], [4.28244, -1.24170, -1.78303], [4.43970, -1.67078, -3.23593], [3.71160, -0.56672, -4.00204], [1.36137, 1.72930, -4.48073], [2.34413, 1.90028, -5.55768], [1.56323, 2.59862, -6.66894], [0.54745, 3.42957, -5.89650], [0.13227, 2.48240, -4.77745], [1.39556, -1.88547, -5.50332], [0.67683, -0.43521, -6.23242], [-0.56002, -2.83294, -6.53502], [-1.53540, -1.41022, -6.14840], [-0.41499, -3.42490, -4.14033], [-2.10661, -2.97265, -4.33060], [-0.58276, -1.70714, -2.47456], [-1.72747, -0.77603, -3.40976], [2.14858, -1.55418, -1.64125], [2.67419, -0.00776, -0.94921], [4.44344, -2.05057, -1.07218], [4.97728, -0.43287, -1.54655], [3.93530, -2.62691, -3.39509], [5.47635, -1.78174, -3.55136], [3.26170, -0.95834, -4.91661], [4.39979, 0.23550, -4.28442], [2.76011, 0.95305, -5.89641], [3.17460, 2.52554, -5.21133], [1.04420, 1.85581, -7.27987], [2.20543, 3.18490, -7.32474], [-0.29854, 3.75507, -6.49948], [1.02675, 4.31595, -5.47647], [-0.66611, 1.80498, -5.10777], [-0.21418, 3.00001, -3.88310]]}

***

{"formula": "C27H47N4O6S", "method": "ωB97M-V/def2-TZVPD", "multiplicity": 1, "homo_energy_ev": -2.7100, "gap_ev": 4.7, "total_charge": -1, "symbols": ["C", "C", "C", "C", "O", "C", "C", "O", "C", "C", "N", "C", "C", "C", "O", "C", "C", "C", "N", "C", "C", "C", "C", "O", "C", "N", "S", "N", "C", "C", "O", "C", "C", "C", "C", "C", "C", "H", "H", "H", "H", "H", "H", "H", "H", "H", "H", "H", "H", "H", "H", "H", "H", "H", "H", "H", "H", "H", "H", "H", "H", "H", "H", "H", "H", "H", "H", "H", "H", "H", "H", "H", "H", "H", "H", "H", "H", "H", "H", "H", "H", "H", "H", "O", "H"], "xyz": [[2.94424, -4.54672, 0.15219], [3.64290, -3.19334, 0.05614], [3.60171, -2.60792, -1.35785], [2.22475, -2.20014, -1.82455], [1.71282, -1.08947, -1.06149], [0.43505, -1.33038, -0.59670], [-0.64904, -1.30478, -1.53319], [-0.31843, -0.98933, -2.83520], [-0.26720, 0.43308, -3.06486], [1.13432, 0.86025, -3.50770], [1.40727, 2.27774, -3.19600], [1.97434, 2.45944, -1.84422], [3.12739, 3.46021, -1.86901], [4.18699, 3.11183, -2.92153], [3.70885, 3.56823, -0.57392], [-1.95478, -1.54654, -1.19139], [-3.02033, -1.40247, -2.26577], [-4.41094, -1.10805, -1.73439], [-4.33095, 0.01227, -0.77507], [-3.73413, 1.22532, -1.34529], [-3.34130, 2.18999, -0.21546], [-5.62670, 0.26977, -0.28339], [-6.20185, -0.72682, 0.68904], [-6.27702, 1.23223, -0.59734], [-2.18311, -1.88808, 0.18657], [-3.34231, -2.23952, 0.74921], [-3.06341, -2.46411, 2.30823], [-1.49623, -2.17059, 2.36820], [-1.11993, -1.87092, 1.12476], [0.21478, -1.55762, 0.73317], [1.18025, -1.49068, 1.68570], [1.84917, -0.20924, 1.75204], [1.82639, 0.36992, 3.15292], [2.44181, 1.76375, 3.07998], [0.37490, 0.33324, 3.75780], [0.27714, -0.72701, 4.87506], [-0.13604, 1.67967, 4.27467], [3.33572, -5.23011, -0.59876], [3.16169, -4.97711, 1.12797], [1.86669, -4.45247, 0.06725], [4.68200, -3.34127, 0.34049], [3.17670, -2.48741, 0.73310], [4.30461, -1.77847, -1.41318], [3.96335, -3.37555, -2.04631], [2.29463, -1.89868, -2.86778], [1.55459, -3.05274, -1.76391], [-0.58446, 0.99013, -2.18642], [-0.93349, 0.62439, -3.90421], [1.21569, 0.74695, -4.58765], [1.87878, 0.22101, -3.05457], [0.50883, 2.74471, -3.16995], [2.35035, 1.52100, -1.43525], [1.23241, 2.84947, -1.14782], [2.70657, 4.43910, -2.07662], [4.35704, 3.97145, -3.56252], [3.86708, 2.30312, -3.57199], [5.12706, 2.83556, -2.45433], [4.24281, 2.78363, -0.42283], [-2.74496, -0.53939, -2.85823], [-2.99185, -2.25771, -2.93821], [-5.07602, -0.86950, -2.57365], [-4.82955, -1.97819, -1.24011], [-4.39541, 1.68727, -2.08226], [-2.80569, 0.99804, -1.85811], [-3.15243, 1.57791, 0.65950], [-2.38799, 2.65965, -0.41605], [-4.10275, 2.92420, 0.01163], [-6.03862, -0.39344, 1.70794], [-5.83691, -1.73177, 0.52355], [-7.27329, -0.73124, 0.50886], [1.35233, 0.49995, 1.09470], [2.88470, -0.35425, 1.44904], [2.46182, -0.22398, 3.80923], [2.53963, 2.20260, 4.06279], [1.86262, 2.41344, 2.43059], [3.44433, 1.65911, 2.65907], [-0.28412, 0.06748, 2.93845], [-0.18902, -0.29507, 5.75445], [1.23600, -1.17322, 5.12367], [-0.37495, -1.53082, 4.54017], [-1.08752, 1.52715, 4.77466], [0.54136, 2.13873, 4.99364], [-0.36017, 2.36680, 3.46428], [-1.37479, 2.77732, 2.26346], [-2.11674, 2.55906, 2.84087]]}

***

| no. | DFT total energy (eV) |
| --- | --- |
| 1 | -68904.849 |
| 2 | -57839.931 |